Computed, not measured: C23H33BrFNOOsSi as an isolated structure, with ωB97M-V/def2-TZVPD.

Total charge: +2
Multiplicity: 5
Electronic energy: -4079.6074 hartree
Maximum force: 0.795 eV/Å
Relative energy (zero: lowest compared OMol25 entry of this formula, charge and spin): 63.7 kJ/mol
Gap between HOMO and LUMO (spin up / spin down): 7.62 / 5.89 eV

Last column: Mulliken charge in e.
Positions of all 62 atoms, in Å:
Os: -1.084 -1.859 1.664  1.56
C: -1.419 0.445 -5.534  -1.60
C: -0.433 1.176 -4.599  1.87
C: -1.053 2.522 -4.151  -1.52
C: 0.872 1.448 -5.349  -2.02
C: -0.219 0.367 -3.346  -0.41
C: -1.368 -0.091 -2.616  -0.50
C: -1.176 -0.704 -1.437  -0.75
Br: -2.664 -1.442 -0.497  -0.16
C: 0.124 -0.914 -0.868  1.02
O: 0.253 -1.330 0.341  -1.24
C: 1.292 -0.661 -1.695  -0.52
C: 1.060 0.020 -2.869  0.42
C: 2.673 -1.203 -1.323  1.99
C: 2.551 -2.742 -1.266  -1.57
C: 3.185 -0.671 0.028  -1.61
C: 3.713 -0.849 -2.388  -2.20
H: -1.479 0.993 -6.474  0.47
H: -2.430 0.398 -5.124  0.35
H: -1.084 -0.570 -5.758  0.38
H: -1.248 3.127 -5.039  0.44
H: -0.369 3.075 -3.503  0.37
H: -2.001 2.383 -3.625  0.38
H: 0.649 2.026 -6.246  0.43
H: 1.359 0.524 -5.668  0.44
H: 1.574 2.035 -4.752  0.41
H: -2.365 0.043 -3.016  0.48
H: 1.909 0.277 -3.479  0.88
H: 1.879 -3.072 -0.474  0.26
H: 3.536 -3.165 -1.061  0.46
H: 2.203 -3.148 -2.218  0.40
H: 2.552 -0.961 0.863  0.24
H: 3.281 0.417 0.014  0.37
H: 4.177 -1.090 0.204  0.57
H: 3.449 -1.240 -3.374  0.47
H: 4.663 -1.301 -2.105  0.43
H: 3.873 0.230 -2.460  0.44
C: -0.733 2.458 4.157  -1.29
Si: -0.604 1.258 2.752  -0.16
C: 1.132 1.279 2.130  -0.46
C: -1.859 1.723 1.473  -0.67
N: -1.023 -0.498 3.139  -0.07
C: -1.494 -0.969 4.347  -0.02
C: -1.349 -0.353 5.613  -0.03
C: -1.868 -0.946 6.745  -1.05
C: -2.554 -2.159 6.678  -0.27
C: -2.723 -2.804 5.450  -1.11
C: -2.185 -2.183 4.378  1.46
F: -2.333 -2.772 3.107  -0.24
H: -0.530 3.435 3.703  0.40
H: 0.017 2.313 4.938  0.41
H: -1.727 2.510 4.606  0.39
H: 1.434 2.326 2.011  0.49
H: 1.262 0.782 1.170  -0.27
H: 1.813 0.819 2.852  0.38
H: -1.719 2.781 1.223  0.39
H: -2.875 1.605 1.860  0.32
H: -1.773 1.149 0.545  0.23
H: -0.804 0.570 5.696  0.37
H: -1.733 -0.460 7.702  0.44
H: -2.955 -2.611 7.575  0.43
H: -3.253 -3.743 5.354  0.50